1.
Molecular formula: C32H54N8S4SeY
Method: DFT, wB97M-V/def2-TZVPD

Properties
E_LUMO in eV: -8.4
Total charge: +3
Energy in eV: -155694.563
Maximum force in Eh/bohr: 0.0142
Gap between HOMO and LUMO in eV: 7.779
E_HOMO in eV: -16.14

Last column: Mulliken charge in e.
Atoms and positions in Å:
1 Y -0.28242 -1.41241 -0.01383  -0.18
2 C -0.48436 -0.29775 3.17783  -0.38
3 C -1.63971 -1.26008 3.13433  -1.08
4 N -2.16529 -1.38095 1.75159  -0.08
5 C -2.96634 -2.61558 1.64984  -1.07
6 C -2.03094 -3.79697 1.61536  0.39
7 C -2.41863 -5.03356 2.08630  -1.26
8 C -1.49290 -6.06887 2.09655  -0.85
9 C -0.19835 -5.81605 1.68384  -1.10
10 C 0.12356 -4.54761 1.22538  0.50
11 C 1.53188 -4.23740 0.80413  -1.65
12 N 1.80204 -2.78745 0.65242  0.05
13 C 2.48229 -2.18890 1.82856  -0.97
14 C 1.47891 -1.76296 2.87229  -1.07
15 N 0.59666 -0.74302 2.27275  0.44
16 N -0.78228 -3.56345 1.14676  1.97
17 H -0.12026 -0.18345 4.20372  0.40
18 H -0.82056 0.67928 2.82931  -0.20
19 H -2.42990 -0.94139 3.81910  0.51
20 H -1.32616 -2.25215 3.46304  0.55
21 H -2.78274 -0.58758 1.58405  0.36
22 H -3.58163 -2.57234 0.75198  0.34
23 H -3.64618 -2.72100 2.50096  0.62
24 H -3.42309 -5.17898 2.45926  0.62
25 H -1.77028 -7.04951 2.45872  0.50
26 H 0.56260 -6.58284 1.73360  0.61
27 H 1.72615 -4.72425 -0.15363  0.59
28 H 2.22659 -4.68081 1.52333  0.59
29 H 2.45019 -2.71135 -0.12012  -0.21
30 H 3.03029 -1.30873 1.47582  0.42
31 H 3.21840 -2.87920 2.24883  0.50
32 H 1.99262 -1.37664 3.75790  0.55
33 H 0.87059 -2.60748 3.19950  0.52
34 H 1.16840 0.08057 2.07640  0.19
35 C 0.44934 -3.11518 -3.99775  -0.97
36 C 0.23208 -1.69267 -4.50620  -1.19
37 S -0.48272 -0.56103 -3.28637  0.38
38 C 0.59958 0.86337 -3.41087  -0.68
39 C 2.05200 0.62999 -3.00943  -1.18
40 S 2.32358 -0.17504 -1.40122  0.52
41 C 3.46127 -1.49180 -1.88896  -1.43
42 C 2.90885 -2.56570 -2.82724  -1.03
43 S 1.27912 -3.25904 -2.39988  0.24
44 H -0.50029 -3.63824 -3.88709  0.33
45 H 1.02728 -3.68347 -4.72818  0.61
46 H 1.16221 -1.26175 -4.87502  0.48
47 H -0.44424 -1.73331 -5.36063  0.67
48 H 0.57136 1.26953 -4.42330  0.67
49 H 0.11314 1.59861 -2.76859  -0.07
50 H 2.55543 0.01480 -3.75354  0.73
51 H 2.58618 1.58202 -2.99669  0.58
52 H 4.33285 -1.03108 -2.35804  0.67
53 H 3.85648 -1.91482 -0.96326  0.56
54 H 2.82473 -2.16437 -3.83532  0.52
55 H 3.62599 -3.38495 -2.88690  0.64
56 C -0.71463 3.59380 4.49374  -0.41
57 C 0.59473 4.37180 4.52685  -0.73
58 C 1.15188 4.77093 3.16143  -0.77
59 C 1.84512 3.66298 2.37676  -0.52
60 N 0.88194 2.76676 1.69871  0.60
61 C 0.68896 2.46813 0.42022  0.35
62 S -0.66387 1.41569 0.02370  -0.22
63 N 1.38963 2.95216 -0.58995  0.31
64 C 2.39686 4.03112 -0.67340  -1.37
65 C 1.82983 5.41746 -0.39071  0.24
66 C 1.02747 6.02819 -1.53724  -0.74
67 C -0.28596 5.32429 -1.85601  -0.81
68 H -1.09594 3.42057 5.49868  0.43
69 H -0.61095 2.59952 4.04207  -0.24
70 H -1.48490 4.12992 3.93692  0.32
71 H 1.35243 3.80702 5.07826  0.32
72 H 0.43831 5.28374 5.10359  0.37
73 H 1.88907 5.56413 3.29895  0.50
74 H 0.35937 5.20165 2.54146  0.28
75 H 2.45206 3.04146 3.03977  0.47
76 H 2.51500 4.07800 1.63271  0.10
77 H 0.11252 2.45791 2.27840  -0.37
78 H 1.02588 2.64035 -1.47394  -0.40
79 H 2.76596 3.98140 -1.69985  0.51
80 H 3.24466 3.77495 -0.04061  0.44
81 H 2.67483 6.06627 -0.15151  0.44
82 H 1.21018 5.38006 0.51206  -0.29
83 H 1.65568 6.06933 -2.43180  0.38
84 H 0.81864 7.06711 -1.27940  0.38
85 H -0.14290 4.32700 -2.28252  0.02
86 H -0.86156 5.88874 -2.58746  0.44
87 H -0.90726 5.21522 -0.96414  0.23
88 Se -2.31100 -3.88362 -1.67562  0.23
89 N -2.26534 -2.12749 -1.18852  0.05
90 C -3.20489 -1.50860 -1.88919  0.81
91 C -3.54482 -0.12066 -1.77581  -0.26
92 C -4.53805 0.35843 -2.55746  -0.84
93 C -5.25686 -0.46714 -3.50269  -0.68
94 C -4.97284 -1.77518 -3.64836  -0.77
95 C -3.92938 -2.34279 -2.83181  0.83
96 N -3.58030 -3.60737 -2.87682  -0.71
97 H -3.02075 0.52454 -1.08154  0.38
98 H -4.81688 1.40129 -2.48043  0.49
99 H -6.04004 -0.01034 -4.09118  0.45
100 H -5.50531 -2.41365 -4.33774  0.53

2.
Molecular formula: C6H10O
Method: DFT, wB97M-V/def2-TZVPD

Properties
E_LUMO in eV: 1.0
Energy in eV: -8431.213
Maximum force in Eh/bohr: 0.0123
Gap between HOMO and LUMO in eV: 10.214
E_HOMO in eV: -9.24
SMILES: CC1=CCC[C@H]1O

Last column: natural (NBO) charge in e.
Atoms and positions in Å:
1 C -0.56612 -1.20127 -1.79375  -0.64
2 C -0.17973 -0.24881 -0.70186  -0.02
3 C -0.60094 1.00734 -0.54322  -0.18
4 C -0.06220 1.67993 0.69156  -0.44
5 C 0.90219 0.62462 1.27737  -0.43
6 C 0.67428 -0.68526 0.46839  0.06
7 O 0.06119 -1.72589 1.21421  -0.71
8 H -1.01464 -2.10634 -1.36977  0.23
9 H 0.29732 -1.52533 -2.38902  0.22
10 H -1.29489 -0.75176 -2.47485  0.22
11 H -1.27748 1.51329 -1.22863  0.21
12 H -0.87321 1.97073 1.37571  0.21
13 H 0.46184 2.61042 0.44261  0.21
14 H 1.93874 0.95159 1.14986  0.21
15 H 0.74925 0.44833 2.34850  0.22
16 H 1.63124 -1.12330 0.15421  0.18
17 H -0.84682 -1.43830 1.37870  0.46

3.
Molecular formula: C3H4N2OS
Method: DFT, wB97M-V/def2-TZVPD

Properties
E_LUMO in eV: 0.1
Energy in eV: -19033.027
Maximum force in Eh/bohr: 0.0908
Gap between HOMO and LUMO in eV: 9.380
E_HOMO in eV: -9.30
SMILES: C#C/C(=N\S)NO

Last column: natural (NBO) charge in e.
Atoms and positions in Å:
1 C 1.05391 -0.33337 -2.51887  -0.15
2 C 0.61732 -0.54435 -1.38718  -0.12
3 C 0.11378 -0.56435 -0.06374  0.30
4 N -0.10325 0.43116 0.66228  -0.62
5 S -0.20225 2.11240 0.30980  0.24
6 N -0.18553 -1.91371 0.43652  -0.30
7 O -0.97654 -1.69356 1.62653  -0.57
8 H 1.27851 -0.14469 -3.64592  0.27
9 H 0.66683 2.01575 -0.78571  0.11
10 H 0.81999 -2.35896 0.66485  0.35
11 H -0.40564 -0.73169 1.92490  0.47

4.
Molecular formula: C26H24AsCl2OPtS2
Method: DFT, wB97M-V/def2-TZVPD

Properties
E_LUMO in eV: -3.0
Total charge: +1
Energy in eV: -140194.345
Maximum force in Eh/bohr: 0.0130
Gap between HOMO and LUMO in eV: 7.516
E_HOMO in eV: -10.56

Last column: natural (NBO) charge in e.
Atoms and positions in Å:
1 Pt 1.09322 -0.93573 0.67692  0.40
2 Cl 2.33918 -1.90694 2.45836  0.06
3 C 3.78799 -0.90015 2.51405  0.06
4 C 4.68987 -1.13730 3.53020  -0.26
5 C 5.81126 -0.32781 3.60260  -0.19
6 C 5.99778 0.68364 2.67163  -0.20
7 C 5.07251 0.88419 1.66231  -0.03
8 Cl 5.35469 2.14671 0.51392  0.04
9 C 3.92833 0.08829 1.54175  -0.28
10 S 2.84650 0.29693 0.16881  -0.04
11 H 4.51270 -1.92617 4.24823  0.24
12 H 6.53722 -0.48016 4.38882  0.24
13 H 6.86634 1.32541 2.72016  0.24
14 C 0.93250 -4.16293 -0.15952  -0.83
15 S -0.51599 -3.78572 0.81218  1.27
16 C -1.74320 -4.09463 -0.43776  -0.82
17 O -0.54663 -2.25988 1.01393  -1.00
18 H 0.90898 -5.23080 -0.38437  0.26
19 H 1.81359 -3.94813 0.44037  0.26
20 H 0.92729 -3.56912 -1.07378  0.25
21 H -1.77631 -5.17158 -0.60736  0.25
22 H -1.50016 -3.55037 -1.34940  0.25
23 H -2.69957 -3.76112 -0.03724  0.26
24 C 0.15006 4.88850 -1.84900  -0.18
25 C 1.10637 4.32656 -1.02072  -0.20
26 C 0.96683 3.01674 -0.57732  -0.19
27 C -0.13339 2.26975 -0.97675  -0.39
28 C -1.10309 2.83955 -1.80457  -0.15
29 C -0.95768 4.14569 -2.23871  -0.22
30 As -0.48936 0.49001 -0.33687  1.21
31 C -1.88986 0.72269 0.96488  -0.28
32 C -3.17514 1.07348 0.55579  -0.23
33 C -4.15376 1.32750 1.50329  -0.20
34 C -3.85046 1.24060 2.85654  -0.18
35 C -2.57009 0.89955 3.26304  -0.19
36 C -1.58664 0.63971 2.31801  -0.23
37 C -1.30375 -0.34318 -1.87764  -0.39
38 C -0.69290 -0.18683 -3.11937  -0.14
39 C -1.22222 -0.81849 -4.23425  -0.22
40 C -2.36342 -1.60146 -4.11469  -0.19
41 C -2.97283 -1.75889 -2.87790  -0.21
42 C -2.43932 -1.13701 -1.75672  -0.23
43 H 0.26386 5.90817 -2.19262  0.23
44 H 1.96853 4.90302 -0.71198  0.23
45 H 1.71569 2.58922 0.06980  0.24
46 H -1.96527 2.26878 -2.12389  0.21
47 H -1.70819 4.58328 -2.88348  0.23
48 H -3.41894 1.15254 -0.49594  0.22
49 H -5.15231 1.59797 1.18569  0.23
50 H -4.61567 1.44265 3.59458  0.23
51 H -2.33368 0.83659 4.31732  0.23
52 H -0.58850 0.36654 2.63585  0.22
53 H 0.18988 0.43342 -3.22062  0.22
54 H -0.74877 -0.69246 -5.19911  0.23
55 H -2.78159 -2.08310 -4.98887  0.23
56 H -3.86860 -2.36027 -2.78806  0.22
57 H -2.91386 -1.25745 -0.79050  0.23